[1]
DFT (wB97M-V/def2-TZVPD) results for C20H17ClN3O3RuSe as an isolated structure.

Structure (XYZ):
```
46
C20H17ClN3O3RuSe wB97M-V/def2-TZVPD
Ru 1.988 -0.262 -0.050
C 1.998 -1.917 1.834
C 1.806 -2.589 0.610
C 2.783 -2.538 -0.400
C 3.909 -1.724 -0.228
C 4.041 -0.961 0.949
C 3.109 -1.092 2.003
H 1.280 -2.037 2.635
H 0.941 -3.227 0.480
H 2.669 -3.130 -1.299
H 4.677 -1.684 -0.989
H 4.915 -0.335 1.081
H 3.269 -0.571 2.938
C -4.704 -0.039 2.680
C -4.583 -0.771 1.381
C -5.448 -1.757 1.007
C -5.316 -2.383 -0.247
Cl -6.395 -3.567 -0.708
C -4.269 -2.025 -1.154
C -3.390 -1.046 -0.809
C -3.545 -0.407 0.446
O -2.785 0.594 0.858
C -1.812 1.225 0.017
C -0.431 0.598 0.138
O 0.234 0.707 1.177
O 0.122 0.029 -0.885
H -5.427 -0.525 3.329
H -5.038 0.985 2.497
H -3.746 0.027 3.194
H -6.254 -2.055 1.664
H -4.202 -2.536 -2.105
H -2.601 -0.757 -1.488
H -1.721 2.228 0.428
H -2.148 1.278 -1.016
Se 2.982 0.710 -4.233
N 3.326 2.401 -3.976
C 3.169 2.652 -2.679
C 3.350 3.889 -2.002
C 3.127 3.923 -0.647
C 2.724 2.773 0.055
N 2.555 1.601 -0.550
C 2.782 1.524 -1.911
N 2.618 0.368 -2.509
H 3.657 4.774 -2.548
H 3.253 4.840 -0.089
H 2.528 2.807 1.120
```

gap between HOMO and LUMO (spin up / spin down): 0.2438 / 0.2287 hartree
2S+1: 5
relative energy (zero: lowest compared OMol25 entry of this formula, charge and spin): 0.000 eV
net charge: +3
highest occupied orbital energy (spin up / spin down): -17.301 / -18.195 eV

=====

[2]
DFT (wB97M-V/def2-TZVPD) results for a 3-piece molecular cluster, C26H52ClF3NO13P2Si overall at a distorted geometry.

Structure (XYZ):
```
99
C26H52ClF3NO13P2Si wB97M-V/def2-TZVPD
C -4.858 1.060 1.576
N -3.613 1.390 0.829
C -3.312 0.413 -0.250
P -1.731 -0.658 -0.051
C -0.795 0.895 0.562
C -0.724 2.170 -0.370
O -1.253 3.314 0.401
C -2.012 -1.219 1.767
C -0.721 -1.434 2.656
O -0.273 -2.828 2.763
Si 0.743 -3.039 4.135
C -0.329 -3.700 5.589
C 1.692 -1.482 4.702
C 2.085 -4.380 3.754
C -2.884 -2.076 -0.681
C -2.221 -3.470 -1.037
C -3.419 -4.343 -1.716
Cl -1.686 -4.493 0.387
O -0.253 -1.628 0.007
C 0.590 -1.576 -1.122
O 1.037 -2.863 -1.677
C 2.028 -1.021 -0.612
C 2.534 -1.933 0.607
C 4.043 -1.681 0.994
F 4.658 -2.821 1.553
F 4.088 -0.715 2.037
F 4.821 -1.158 -0.034
C -0.171 -0.702 -2.273
C 0.742 0.488 -2.836
C 1.973 0.025 -3.753
C 1.914 0.608 -5.254
O 3.195 0.590 -3.179
P -0.637 -1.615 -3.909
O -2.136 -2.009 -3.967
O -1.483 -0.380 -1.789
H -4.956 1.723 2.505
H -4.813 -0.006 1.987
H -5.777 1.204 0.924
H -3.755 2.343 0.491
H -3.211 1.005 -1.224
H -4.280 -0.187 -0.396
H 0.292 0.558 0.727
H -1.110 1.247 1.602
H -1.312 2.154 -1.328
H 0.352 2.493 -0.612
H -1.873 3.816 -0.180
H -2.580 -2.214 1.808
H -2.684 -0.503 2.358
H -1.009 -1.143 3.736
H 0.189 -0.819 2.413
H -1.293 -4.109 5.164
H -0.539 -2.876 6.350
H 0.268 -4.530 6.078
H 2.788 -1.512 4.421
H 1.269 -0.495 4.349
H 1.622 -1.460 5.847
H 3.028 -4.037 4.304
H 2.342 -4.338 2.648
H 1.782 -5.414 4.096
H -3.776 -2.293 -0.016
H -3.317 -1.693 -1.668
H -1.448 -3.416 -1.853
H -3.022 -5.147 -2.405
H -4.089 -4.754 -0.886
H -4.048 -3.612 -2.307
H 1.563 -2.708 -2.478
H 2.018 0.081 -0.370
H 2.751 -1.230 -1.465
H 1.900 -1.684 1.508
H 2.419 -3.040 0.415
H 1.187 1.141 -2.026
H 0.050 1.151 -3.463
H 2.151 -1.090 -3.782
H 2.527 1.569 -5.287
H 2.445 -0.116 -5.962
H 0.870 0.858 -5.600
H 3.174 1.558 -3.266
H 0.103 -2.834 -4.073
H -0.438 -0.761 -5.058
C 5.801 2.194 1.677
C 4.713 2.999 1.033
O 3.950 3.452 2.145
C 4.772 3.440 3.228
O 4.498 3.919 4.287
O 5.947 2.816 2.950
H 6.736 2.231 1.117
H 5.517 1.149 1.825
H 5.099 3.868 0.491
H 4.099 2.404 0.355
C -2.734 6.745 -2.339
C -3.288 6.159 -3.605
O -3.175 4.759 -3.383
C -3.151 4.566 -2.038
O -3.230 3.497 -1.508
O -3.026 5.744 -1.372
H -3.208 7.691 -2.074
H -1.651 6.890 -2.382
H -4.341 6.410 -3.757
H -2.721 6.459 -4.487
```

gap between HOMO and LUMO: 0.2228 hartree
2S+1: 1
relative energy (zero: lowest compared OMol25 entry of this formula, charge and spin): 3.378 eV
net charge: -1
highest occupied orbital energy: -4.253 eV

=====

[3]
DFT (wB97M-V/def2-TZVPD) results for one molecule with the formula C5H14NP at a distorted geometry.

Structure (XYZ):
```
21
C5H14NP wB97M-V/def2-TZVPD
C 1.913 2.271 -0.237
C 1.829 0.981 0.561
N 0.438 0.860 1.008
P -0.588 -0.584 0.039
C -1.304 -0.147 -1.597
C -1.979 -0.359 1.174
C -0.002 -2.398 0.073
H 1.000 2.175 -0.867
H 1.824 3.197 0.339
H 2.831 2.344 -0.867
H 2.581 0.978 1.431
H 2.193 0.100 -0.148
H -1.382 -0.971 -2.219
H -2.275 0.124 -1.276
H -0.704 0.660 -1.979
H -2.187 0.721 1.187
H -2.831 -1.064 1.185
H -1.620 -0.544 2.157
H -0.076 -2.828 1.066
H -0.637 -2.958 -0.508
H 0.975 -2.556 -0.524
```

gap between HOMO and LUMO: 0.2765 hartree
2S+1: 1
relative energy (zero: lowest compared OMol25 entry of this formula, charge and spin): 2.879 eV
structure (SMILES): CCN=P(C)(C)C
highest occupied orbital energy: -6.938 eV

=====

[4]
DFT (wB97M-V/def2-TZVPD) results for one molecule with the formula CH4S3 at a distorted geometry.

Structure (XYZ):
```
8
CH4S3 wB97M-V/def2-TZVPD
C 1.464 0.183 -0.172
S 0.484 -0.471 1.307
S -1.170 -1.111 0.280
S -2.224 0.539 -0.263
H 1.503 -0.681 -0.887
H 2.480 0.551 0.189
H 0.859 0.950 -0.528
H -3.397 0.040 0.075
```

gap between HOMO and LUMO: 0.3379 hartree
2S+1: 1
relative energy (zero: lowest compared OMol25 entry of this formula, charge and spin): 0.108 eV
structure (SMILES): CSSS
highest occupied orbital energy: -8.692 eV

=====

[5]
DFT (wB97M-V/def2-TZVPD) results for a 2-piece molecular cluster, C4H9N overall.

Structure (XYZ):
```
14
C4H9N wB97M-V/def2-TZVPD
C 1.134 -1.729 -1.737
C 1.489 -1.883 -0.466
H 1.299 -0.812 -2.280
H 0.727 -2.586 -2.258
H 1.893 -1.064 0.111
H 1.413 -2.871 -0.032
C -1.188 1.653 -0.284
C -0.798 0.524 1.735
N -0.405 1.481 0.908
H -2.266 1.452 -0.148
H -0.777 0.983 -1.067
H -1.027 2.673 -0.658
H -0.064 0.047 2.392
H -1.850 0.209 1.835
```

gap between HOMO and LUMO (spin up / spin down): 0.1247 / 0.2542 hartree
2S+1: 2
relative energy (zero: lowest compared OMol25 entry of this formula, charge and spin): 1.565 eV
net charge: -1
highest occupied orbital energy (spin up / spin down): 0.931 / -2.821 eV

=====

[6]
DFT (wB97M-V/def2-TZVPD) results for a 15-piece molecular cluster, C19H68N14O15 overall at a distorted geometry.

Structure (XYZ):
```
116
C19H68N14O15 wB97M-V/def2-TZVPD
C 0.442 -1.085 0.190
C -0.843 -0.366 0.059
O -0.534 0.861 -0.621
H 0.727 -1.531 -0.762
H 0.234 -1.915 0.887
H 1.184 -0.359 0.573
H -1.355 -0.222 1.080
H -1.576 -0.952 -0.526
H -1.408 1.346 -0.746
C 3.282 1.642 -4.068
C 1.979 1.826 -3.238
O 1.952 1.028 -2.047
H 4.065 1.960 -3.417
H 3.238 2.251 -4.971
H 3.486 0.624 -4.401
H 1.119 1.664 -3.907
H 1.905 2.855 -2.882
H 1.353 1.476 -1.433
C 3.627 -2.684 2.560
C 3.193 -3.792 1.623
O 3.399 -5.043 2.186
H 3.111 -2.767 3.545
H 3.384 -1.692 2.190
H 4.682 -2.801 2.824
H 3.713 -3.730 0.695
H 2.076 -3.676 1.309
H 4.332 -5.267 1.989
C 4.101 0.679 1.423
C 4.033 2.087 0.999
O 4.223 2.498 -0.330
H 5.091 0.369 1.048
H 3.389 0.071 0.950
H 3.940 0.449 2.459
H 4.760 2.708 1.495
H 3.009 2.486 1.241
H 3.704 3.289 -0.556
C -0.635 4.524 1.038
O -1.136 4.256 -0.215
N 0.639 4.268 1.341
N -1.321 5.158 1.956
H 1.291 4.071 0.615
H 1.108 4.470 2.288
H -2.319 5.256 1.891
H -0.675 5.407 2.733
C -0.126 -3.484 3.442
O -0.716 -2.272 3.228
N 0.103 -4.406 2.583
N 0.156 -3.932 4.639
H 0.007 -4.157 1.608
H 0.535 -5.258 2.849
H 0.005 -3.196 5.375
H 0.621 -4.781 4.920
C -2.347 2.738 4.111
O -1.297 3.362 4.823
N -3.584 2.992 4.387
N -2.188 1.799 3.293
H -3.787 3.594 5.173
H -4.417 2.571 3.956
H -1.196 1.659 2.880
H -2.819 1.632 2.561
C -3.763 1.462 -0.350
O -3.965 1.561 0.982
N -4.258 0.516 -1.082
N -2.962 2.260 -1.001
H -3.805 0.175 -1.890
H -4.938 -0.237 -0.638
H -2.400 2.939 -0.502
H -3.818 2.690 -1.495
C 0.053 -1.161 -4.491
O -0.626 -0.103 -3.872
N -0.328 -1.780 -5.548
N 1.131 -1.642 -4.022
H -1.100 -1.320 -6.089
H 0.346 -2.370 -6.098
H 1.515 -1.027 -3.310
H 1.896 -2.055 -4.491
C 0.941 1.130 3.106
O 1.521 -0.146 3.081
N 0.178 1.655 2.157
N 1.061 1.938 4.106
H 0.179 0.928 1.399
H 0.083 2.682 2.026
H 1.761 1.694 4.875
H 0.268 2.538 4.422
C -1.769 3.437 -3.829
O -2.318 4.624 -3.293
N -1.183 3.540 -5.015
N -2.097 2.178 -3.500
H -0.986 4.498 -5.293
H -0.663 2.712 -5.424
H -2.427 2.204 -2.496
H -1.549 1.301 -3.784
C -1.689 -4.425 -0.291
O -0.280 -4.332 -0.078
H -2.300 -3.474 -0.123
H -2.152 -5.109 0.359
H -1.830 -4.826 -1.321
H 0.040 -3.940 -0.876
C 3.610 -1.877 -1.177
O 4.007 -0.604 -1.549
H 4.629 -2.358 -1.039
H 2.912 -2.370 -1.919
H 3.107 -1.751 -0.273
H 3.241 0.015 -1.396
C -3.758 -2.670 2.102
O -3.832 -1.306 1.929
H -2.756 -3.096 2.125
H -4.195 -3.054 1.181
H -4.268 -2.958 3.032
H -3.187 -1.011 2.617
C -3.687 -1.318 -3.688
O -2.834 -1.888 -2.636
H -3.258 -0.352 -4.029
H -4.535 -0.978 -3.123
H -3.940 -1.916 -4.525
H -1.885 -1.752 -2.836
```

gap between HOMO and LUMO: 0.3026 hartree
2S+1: 1
relative energy (zero: lowest compared OMol25 entry of this formula, charge and spin): 3.000 eV
highest occupied orbital energy: -8.414 eV

=====

[7]
DFT (wB97M-V/def2-TZVPD) results for one molecule with the formula C2HClN2S at a distorted geometry.

Structure (XYZ):
```
7
C2HClN2S wB97M-V/def2-TZVPD
S -0.732 0.698 -3.276
C -0.756 0.530 -1.767
C -0.845 0.296 -0.357
N -1.720 0.873 0.533
N -1.529 0.958 1.722
Cl -0.324 0.175 2.558
H -0.077 -0.279 0.215
```

gap between HOMO and LUMO: 0.2858 hartree
2S+1: 1
relative energy (zero: lowest compared OMol25 entry of this formula, charge and spin): 2.761 eV
structure (SMILES): S=C=C/N=N\Cl
highest occupied orbital energy: -8.955 eV

=====

[8]
DFT (wB97M-V/def2-TZVPD) results for C19H38N5O5P2Pt as an isolated structure.

Structure (XYZ):
```
70
C19H38N5O5P2Pt wB97M-V/def2-TZVPD
Pt -0.763 1.000 -1.160
O -5.122 0.061 0.044
C -4.007 0.376 -0.425
O -3.036 -0.347 -0.715
C -3.826 1.887 -0.655
C -4.958 2.675 -0.867
C -4.814 4.032 -1.070
C -3.542 4.581 -1.022
C -2.474 3.733 -0.784
N -2.603 2.419 -0.619
H -5.922 2.186 -0.861
H -5.680 4.659 -1.249
H -3.374 5.641 -1.164
H -1.458 4.109 -0.734
C -0.659 0.570 4.281
N 0.136 -0.344 3.467
C 0.356 -1.641 4.082
P -0.105 -0.336 1.812
O -0.407 1.051 1.394
O 1.298 -0.947 1.287
P 2.472 -0.181 0.445
O 1.978 0.618 -0.677
N 3.320 0.673 1.580
C 3.314 0.277 2.987
C 3.332 2.131 1.397
N 3.424 -1.448 -0.016
C 2.839 -2.335 -1.022
C 4.364 -2.093 0.879
N -1.157 -1.502 1.422
C -0.883 -2.776 0.788
C -2.510 -1.358 1.967
H -0.101 0.846 5.180
H -1.606 0.117 4.598
H -0.875 1.474 3.716
H 0.922 -1.518 5.010
H 0.931 -2.290 3.421
H -0.587 -2.149 4.325
H 3.272 -0.806 3.091
H 2.457 0.696 3.521
H 4.236 0.629 3.458
H 3.275 2.377 0.341
H 4.258 2.535 1.816
H 2.479 2.597 1.901
H 2.123 -1.791 -1.639
H 2.330 -3.189 -0.560
H 3.628 -2.715 -1.674
H 4.873 -1.354 1.493
H 5.119 -2.614 0.286
H 3.884 -2.836 1.533
H 0.131 -2.811 0.402
H -1.573 -2.914 -0.049
H -1.021 -3.600 1.499
H -2.666 -0.348 2.350
H -2.668 -2.078 2.781
H -3.244 -1.505 1.178
C 1.471 0.183 -4.070
C -0.039 -0.115 -3.973
C -0.215 -1.521 -3.369
C -0.630 -0.112 -5.386
C -0.729 0.935 -3.125
H 2.007 -0.634 -4.577
H 1.891 0.323 -3.071
H 1.638 1.105 -4.635
H 0.487 -2.239 -3.816
H -1.235 -1.882 -3.528
H -0.063 -1.477 -2.288
H -0.145 -0.863 -6.023
H -0.497 0.869 -5.855
H -1.701 -0.330 -5.352
H -1.345 1.632 -3.699
```

gap between HOMO and LUMO (spin up / spin down): 0.1583 / 0.2015 hartree
2S+1: 3
relative energy (zero: lowest compared OMol25 entry of this formula, charge and spin): 0.497 eV
net charge: -1
highest occupied orbital energy (spin up / spin down): -1.945 / -3.121 eV

=====

[9]
DFT (wB97M-V/def2-TZVPD) results for C12H24KN4OSV as an isolated structure at a distorted geometry.

Structure (XYZ):
```
44
C12H24KN4OSV wB97M-V/def2-TZVPD
N -1.430 -0.790 -0.969
C -2.359 -1.471 -1.401
O -3.282 -2.080 -1.817
K 0.616 2.522 -0.925
V 0.042 -0.451 0.200
N -0.519 0.589 1.646
N 1.340 0.270 -0.969
C -1.830 0.359 2.325
C 1.720 -0.030 -2.395
C -2.864 1.277 1.676
C -1.759 0.647 3.828
C -2.261 -1.096 2.161
C 2.823 0.936 -2.846
C 2.215 -1.473 -2.501
C 0.482 0.172 -3.264
H -2.602 2.334 1.816
H -3.853 1.105 2.123
H -2.938 1.087 0.596
H -0.935 0.097 4.299
H -2.693 0.314 4.301
H -1.654 1.715 4.053
H -2.486 -1.354 1.122
H -3.181 -1.243 2.744
H -1.498 -1.787 2.541
H 2.493 1.992 -2.889
H 3.131 0.665 -3.865
H 3.712 0.869 -2.204
H 3.061 -1.653 -1.827
H 2.551 -1.663 -3.531
H 1.418 -2.188 -2.256
H -0.362 -0.439 -2.923
H 0.728 -0.134 -4.292
H 0.155 1.228 -3.320
C 2.427 0.261 0.021
H 2.075 -0.214 0.959
H 3.281 -0.338 -0.333
H 2.826 1.274 0.252
C 0.149 1.861 2.027
H 0.119 1.992 3.117
H 1.230 1.877 1.778
H -0.350 2.762 1.599
S 0.647 -2.565 1.001
C 0.015 -3.325 -0.361
N -0.397 -3.912 -1.299
```

gap between HOMO and LUMO (spin up / spin down): 0.2464 / 0.2458 hartree
2S+1: 1
relative energy (zero: lowest compared OMol25 entry of this formula, charge and spin): 0.131 eV
net charge: +2
highest occupied orbital energy (spin up / spin down): -16.270 / -16.268 eV

=====

[10]
DFT (wB97M-V/def2-TZVPD) results for a 2-piece molecular cluster, C6H17NO overall at a distorted geometry.

Structure (XYZ):
```
25
C6H17NO wB97M-V/def2-TZVPD
C 0.137 -1.558 -1.727
C 0.560 -0.078 -1.805
N -0.452 0.799 -1.228
C -0.289 1.095 0.202
C -0.178 2.589 0.449
C -1.412 0.417 1.042
C -0.857 -0.390 2.208
H -0.552 -1.658 -0.881
H 0.982 -2.149 -1.358
H -0.350 -1.901 -2.630
H 0.661 0.162 -2.866
H 1.543 0.087 -1.346
H -0.558 1.657 -1.750
H 0.657 0.651 0.543
H -0.887 3.188 -0.133
H -0.428 2.890 1.468
H 0.835 2.905 0.194
H -2.029 1.240 1.391
H -2.052 -0.200 0.416
H -0.366 0.268 2.924
H -1.642 -0.935 2.729
H -0.153 -1.151 1.859
O 2.372 -3.027 0.152
H 1.620 -2.542 0.506
H 2.837 -2.360 -0.358
```

gap between HOMO and LUMO: 0.3533 hartree
2S+1: 1
relative energy (zero: lowest compared OMol25 entry of this formula, charge and spin): 0.848 eV
structure (SMILES): CCN[C@@H](C)CC.O
highest occupied orbital energy: -8.718 eV

=====

Please write out number 10 again, unchanged.
DFT (wB97M-V/def2-TZVPD) results for a 2-piece molecular cluster, C6H17NO overall at a distorted geometry.

Structure (XYZ):
```
25
C6H17NO wB97M-V/def2-TZVPD
C 0.137 -1.558 -1.727
C 0.560 -0.078 -1.805
N -0.452 0.799 -1.228
C -0.289 1.095 0.202
C -0.178 2.589 0.449
C -1.412 0.417 1.042
C -0.857 -0.390 2.208
H -0.552 -1.658 -0.881
H 0.982 -2.149 -1.358
H -0.350 -1.901 -2.630
H 0.661 0.162 -2.866
H 1.543 0.087 -1.346
H -0.558 1.657 -1.750
H 0.657 0.651 0.543
H -0.887 3.188 -0.133
H -0.428 2.890 1.468
H 0.835 2.905 0.194
H -2.029 1.240 1.391
H -2.052 -0.200 0.416
H -0.366 0.268 2.924
H -1.642 -0.935 2.729
H -0.153 -1.151 1.859
O 2.372 -3.027 0.152
H 1.620 -2.542 0.506
H 2.837 -2.360 -0.358
```

gap between HOMO and LUMO: 0.3533 hartree
2S+1: 1
relative energy (zero: lowest compared OMol25 entry of this formula, charge and spin): 0.848 eV
structure (SMILES): CCN[C@@H](C)CC.O
highest occupied orbital energy: -8.718 eV

=====

Question: Which formula does entry 10 have?
Answer: C6H17NO

=====

Question: relative energy (zero: lowest compared OMol25 entry of this formula, charge and spin) of number 6 (C19H68N14O15)?
Answer: 3.000 eV